15
Properties=species:S:1:pos:R:3:mulliken_charge:R:1 method="wB97M-V/def2-TZVPD" largest_force_ev_per_a=0.94 total_charge=0 spin_multiplicity=1 homo_lumo_gap_ha=0.3567 smiles=CSSC.CF
C -1.820 0.734 1.088 -0.674
S -2.573 1.064 -0.521 -0.088
S -0.940 1.326 -1.713 -0.089
C -0.526 -0.371 -2.169 -0.717
H -2.639 0.615 1.817 0.296
H -1.179 1.571 1.412 0.262
H -1.217 -0.189 1.082 0.198
H -0.247 -0.980 -1.292 0.211
H -1.364 -0.865 -2.688 0.320
H 0.337 -0.327 -2.855 0.272
C 2.460 -0.478 1.163 -0.319
F 1.679 -1.608 1.303 -0.264
H 2.696 -0.050 2.152 0.214
H 1.929 0.284 0.567 0.148
H 3.406 -0.726 0.652 0.230


16
Properties=species:S:1:pos:R:3:mulliken_charge:R:1 method="wB97M-V/def2-TZVPD" largest_force_ev_per_a=4.02 total_charge=+1 spin_multiplicity=1 homo_lumo_gap_ha=0.3217
C -1.301 -0.425 1.102 -1.144
C -0.005 -0.303 0.372 0.514
C 0.324 0.698 -0.667 -0.647
N 0.937 -1.179 0.572 -0.303
O -0.726 1.613 -0.593 -0.504
O -0.058 -0.611 -2.936 -0.685
I -1.654 -1.613 -2.157 0.354
H -1.932 0.324 0.641 0.266
H -1.494 -1.429 0.905 0.504
H -1.086 -0.063 2.096 0.405
H 0.596 0.299 -1.612 0.648
H 1.317 1.154 -0.226 0.355
H 1.799 -1.028 0.036 0.260
H -0.246 -0.623 -3.900 0.368
H 1.020 -2.008 1.218 0.286
H -1.000 2.034 -1.386 0.323


13
Properties=species:S:1:pos:R:3:mulliken_charge:R:1 method="wB97M-V/def2-TZVPD" largest_force_ev_per_a=5.34 total_charge=0 spin_multiplicity=1 homo_lumo_gap_ha=0.2841
C 0.043 1.900 0.403 -0.980
N -0.576 -0.957 0.598 -0.231
C 0.506 -0.535 1.248 -0.382
C -0.247 -0.959 -0.729 -0.357
H 0.269 1.285 -0.471 0.279
H -0.653 1.329 1.031 0.230
H -0.583 2.787 0.172 0.318
H 0.238 -0.259 2.280 0.398
H 1.026 2.196 0.834 0.242
H 1.474 -0.822 0.880 0.303
H 0.927 -0.508 -6.661 -0.007
H 0.581 -0.016 -7.091 0.007
H -0.688 -1.840 -1.173 0.179


13
Properties=species:S:1:pos:R:3:mulliken_charge:R:1 method="wB97M-V/def2-TZVPD" largest_force_ev_per_a=4.69 total_charge=0 spin_multiplicity=1 homo_lumo_gap_ha=0.3285
C 0.090 -0.514 1.253 -1.055
C 0.469 -0.045 -0.113 0.230
C 1.092 1.242 -0.440 -0.869
N -1.424 -0.546 -0.641 -0.808
H -0.421 -1.489 1.272 0.336
H -0.721 0.084 1.665 0.393
H 1.025 -0.623 1.852 0.319
H 0.781 -0.858 -0.765 0.282
H -0.216 1.055 -0.364 0.211
H 1.282 1.468 -1.485 0.291
H 1.528 1.715 0.388 0.316
H -1.833 -0.129 -1.448 0.175
H -1.367 -1.496 -0.830 0.179


13
Properties=species:S:1:pos:R:3:mulliken_charge:R:1 method="wB97M-V/def2-TZVPD" largest_force_ev_per_a=2.99 total_charge=0 spin_multiplicity=1 homo_lumo_gap_ha=0.2997
C -0.092 -2.579 -0.038 -0.840
N 0.543 0.298 1.486 -0.284
C 0.136 1.432 2.042 -0.317
C -0.045 0.429 0.295 -0.309
H -0.022 -1.714 0.629 0.126
H -0.964 -2.497 -0.688 0.262
H 0.789 -2.487 -0.606 0.278
H 0.860 2.128 2.369 0.238
H -0.223 -3.579 0.457 0.287
H -0.934 1.808 2.304 0.295
H 0.905 2.937 -4.321 0.009
H 0.095 3.040 -4.138 -0.008
H -1.048 0.784 0.209 0.265


13
Properties=species:S:1:pos:R:3:mulliken_charge:R:1 method="wB97M-V/def2-TZVPD" largest_force_ev_per_a=2.49 total_charge=0 spin_multiplicity=1 homo_lumo_gap_ha=0.2674
C -1.622 0.185 -0.549 -0.874
N -0.434 -0.660 -0.304 -0.445
H -0.571 -1.280 0.492 0.303
H 0.113 -1.114 -1.097 0.425
H -1.457 0.751 -1.464 0.332
H -1.771 0.877 0.280 0.358
H -2.506 -0.442 -0.654 0.323
C 0.997 0.226 0.020 -0.441
C 1.361 0.348 1.308 -0.879
H 1.334 -0.490 1.993 0.219
H 1.811 1.261 1.669 0.222
H 1.050 1.059 -0.662 0.351
H 1.696 -0.722 -1.029 0.106


What did the first record say?
15
Properties=species:S:1:pos:R:3:mulliken_charge:R:1 method="wB97M-V/def2-TZVPD" largest_force_ev_per_a=0.94 total_charge=0 spin_multiplicity=1 homo_lumo_gap_ha=0.3567 smiles=CSSC.CF
C -1.820 0.734 1.088 -0.674
S -2.573 1.064 -0.521 -0.088
S -0.940 1.326 -1.713 -0.089
C -0.526 -0.371 -2.169 -0.717
H -2.639 0.615 1.817 0.296
H -1.179 1.571 1.412 0.262
H -1.217 -0.189 1.082 0.198
H -0.247 -0.980 -1.292 0.211
H -1.364 -0.865 -2.688 0.320
H 0.337 -0.327 -2.855 0.272
C 2.460 -0.478 1.163 -0.319
F 1.679 -1.608 1.303 -0.264
H 2.696 -0.050 2.152 0.214
H 1.929 0.284 0.567 0.148
H 3.406 -0.726 0.652 0.230